[1]
Molecular formula: C15H18
Method: DFT, the ωB97M-V functional and the def2-TZVPD basis

Summary:
- Spin multiplicity: 2
- Charge: +1
- LUMO energy (alpha / beta): -4.231 / -8.041 eV

CARTESIAN COORDINATES (ANGSTROEM)
1 C 0.7431 0.6336 -2.6997
2 C 1.6224 -0.2557 -1.8179
3 C -0.5203 1.0109 -1.9573
4 C -0.8904 2.3134 -1.6658
5 C -1.2519 -0.0704 -1.3701
6 C -1.9848 2.5887 -0.8149
7 C -2.4083 0.2823 -0.7104
8 C -2.8907 1.5664 -0.5412
9 H 1.3447 1.4638 -3.1014
10 H 0.4986 0.0718 -3.6058
11 H 1.2632 -0.2591 -0.7653
12 H -0.4857 3.1636 -2.1857
13 H -0.7823 -1.0349 -1.4718
14 H -2.0757 3.5876 -0.3967
15 H -2.8818 -0.6180 -0.2801
16 H -3.8925 1.7344 -0.1820
17 H 2.7037 -0.1617 -1.7656
18 H 1.4126 -1.3310 -1.9656
19 C -1.1602 -0.2089 2.8190
20 C 2.4146 -0.6629 1.8973
21 C 1.2406 -0.0762 2.3543
22 C 2.4732 -1.8710 1.1932
23 C 0.0255 -0.6875 2.0710
24 C 1.2591 -2.3737 0.7364
25 C 0.0539 -1.7943 1.0934
26 H 3.3438 -0.0867 1.9003
27 H 1.3493 0.8822 2.8513
28 H 3.3833 -2.3105 0.7812
29 H 1.2396 -3.1409 -0.0181
30 H -2.0810 -0.3164 2.2166
31 H -0.9670 0.7849 3.1978
32 H -0.8232 -1.9615 0.4911
33 H -1.2752 -0.8625 3.7128


[2]
Molecular formula: C15H18BCl5F3NiO2Te
Method: DFT, the ωB97M-V functional and the def2-TZVPD basis

Summary:
- Charge: -1
- LUMO energy: 2.377 eV

CARTESIAN COORDINATES (ANGSTROEM)
1 Ni 0.0240 0.2968 -0.0072
2 Cl -0.0394 -0.3078 2.4771
3 C -0.8256 -1.6071 1.5786
4 C -0.7558 -1.4683 0.1929
5 C -1.3944 -2.4943 -0.4949
6 Cl -1.3780 -2.4708 -2.2379
7 C -2.0440 -3.5563 0.1349
8 Cl -2.8153 -4.8007 -0.7910
9 C -2.0787 -3.6306 1.5255
10 Cl -2.8756 -4.9381 2.3252
11 C -1.4538 -2.6298 2.2655
12 Cl -1.4636 -2.6787 3.9943
13 C 3.6599 -0.1766 1.7334
14 Te 2.7577 -0.0043 -0.1986
15 C 2.8209 -2.1025 -0.5659
16 H 2.9026 -0.4540 2.4628
17 H 4.0865 0.7898 1.9938
18 H 4.4509 -0.9237 1.7081
19 H 3.7667 -2.4124 -1.0031
20 H 1.9975 -2.3110 -1.2470
21 H 2.6474 -2.6239 0.3738
22 F 0.0167 3.1458 -0.8455
23 C 0.0776 2.2156 0.1538
24 F 1.2179 2.6342 0.8709
25 F -0.9505 2.5948 1.0014
26 C 2.0976 0.7140 -4.6309
27 C 0.7486 0.3396 -4.0399
28 C 0.1881 -0.8708 -4.7765
29 O 0.9415 -0.0139 -2.6585
30 B -0.1177 0.4978 -1.8881
31 O -0.9690 1.2209 -2.7141
32 C -0.2728 1.5112 -3.9398
33 C -1.2816 1.5765 -5.0732
34 C 0.4082 2.8659 -3.7746
35 H 2.7229 -0.1777 -4.6993
36 H 2.6114 1.4418 -4.0059
37 H 1.9794 1.1279 -5.6356
38 H 0.8586 -1.7185 -4.6283
39 H 0.1070 -0.6721 -5.8474
40 H -0.7946 -1.1391 -4.3973
41 H -1.9193 0.6945 -5.0826
42 H -0.7747 1.6593 -6.0380
43 H -1.9147 2.4546 -4.9416
44 H 1.1391 2.8416 -2.9679
45 H -0.3462 3.6044 -3.5055
46 H 0.9002 3.1760 -4.6993


[3]
Molecular formula: C15H18CaFNS4SbSi
Method: DFT, the ωB97M-V functional and the def2-TZVPD basis

Summary:
- Spin multiplicity: 2
- Charge: -2
- LUMO energy (alpha / beta): 4.736 / 3.925 eV

CARTESIAN COORDINATES (ANGSTROEM)
1 Ca -0.8513 -0.3716 -0.1629
2 C 2.0235 -0.5129 -2.7734
3 Si 2.7602 0.4915 -1.4016
4 C 3.2909 2.1343 -2.1860
5 C 4.3859 -0.3732 -0.9470
6 N 1.6531 0.6451 -0.1057
7 C 2.0250 1.3288 1.0068
8 C 3.2608 1.9932 1.2509
9 C 3.5436 2.6630 2.4329
10 C 2.6241 2.7274 3.4696
11 C 1.3957 2.0933 3.2853
12 C 1.1501 1.4432 2.1076
13 F -0.0565 0.8316 1.9478
14 H 2.7267 -0.6293 -3.6030
15 H 1.1242 -0.0275 -3.1546
16 H 1.7544 -1.5083 -2.4128
17 H 3.9471 1.9458 -3.0415
18 H 3.8352 2.7652 -1.4814
19 H 2.4278 2.7044 -2.5361
20 H 5.0098 -0.4849 -1.8393
21 H 4.2055 -1.3660 -0.5293
22 H 4.9576 0.1924 -0.2095
23 H 4.0125 1.9738 0.4779
24 H 4.5093 3.1458 2.5421
25 H 2.8457 3.2499 4.3907
26 H 0.6243 2.0969 4.0455
27 S -2.6713 -3.0239 -4.4739
28 Sb -1.0930 -1.9094 -3.2344
29 S -1.7524 0.2844 -2.6455
30 S -0.6489 -2.8941 -1.1334
31 S -2.7369 -0.1884 1.8363
32 C -4.1491 -1.0984 1.2972
33 C -4.4640 -1.2742 -0.0577
34 C -5.5841 -1.9880 -0.4522
35 C -6.4398 -2.5459 0.4903
36 C -6.1431 -2.3835 1.8381
37 C -5.0168 -1.6775 2.2330
38 H -3.8151 -0.8513 -0.8176
39 H -5.7796 -2.1138 -1.5106
40 H -7.3156 -3.1034 0.1797
41 H -6.7909 -2.8202 2.5920
42 H -4.7846 -1.5645 3.2856


[4]
Molecular formula: C15H18FN2O2SiZn
Method: DFT, the ωB97M-V functional and the def2-TZVPD basis

Summary:
- Charge: -1
- LUMO energy: 2.774 eV

CARTESIAN COORDINATES (ANGSTROEM)
1 Zn -1.2216 -0.2237 1.3418
2 O -3.9605 -2.8693 1.5583
3 C -3.0138 -2.0535 1.3134
4 O -2.5554 -1.1496 2.0721
5 C -2.3181 -2.1191 -0.0133
6 C -2.6763 -3.0476 -0.9893
7 C -1.9870 -3.0514 -2.1982
8 C -0.9639 -2.1318 -2.3974
9 C -0.6719 -1.2429 -1.3743
10 N -1.3193 -1.2130 -0.1934
11 H -3.4818 -3.7486 -0.7928
12 H -2.2498 -3.7655 -2.9710
13 H -0.4067 -2.1061 -3.3253
14 H 0.1167 -0.5051 -1.4780
15 C 0.8940 3.6531 0.4742
16 Si 0.0159 2.2124 -0.3457
17 C 0.7049 1.9830 -2.0753
18 C -1.8119 2.6348 -0.4869
19 N 0.1727 0.7576 0.5956
20 C 1.3263 0.1435 0.9124
21 C 2.6432 0.4968 0.5832
22 C 3.7402 -0.2718 1.0053
23 C 3.5481 -1.4189 1.7710
24 C 2.2553 -1.7937 2.1124
25 C 1.1832 -1.0136 1.6809
26 F -0.0661 -1.3685 2.0060
27 H 0.6982 4.5790 -0.0755
28 H 1.9768 3.5061 0.5044
29 H 0.5391 3.7884 1.5004
30 H 0.5048 2.8703 -2.6840
31 H 0.2375 1.1242 -2.5667
32 H 1.7862 1.8230 -2.0649
33 H -1.9497 3.5474 -1.0745
34 H -2.2499 2.7957 0.5028
35 H -2.3598 1.8253 -0.9786
36 H 2.8481 1.3807 -0.0110
37 H 4.7424 0.0388 0.7276
38 H 4.3957 -2.0110 2.0960
39 H 2.0597 -2.6774 2.7058
40 H -1.1258 0.6219 2.6326


[5]
Molecular formula: C15H18N2O3
Method: DFT, the ωB97M-V functional and the def2-TZVPD basis

Summary:
- Charge: 0
- LUMO energy: -0.793 eV

CARTESIAN COORDINATES (ANGSTROEM)
1 O -0.2769 -3.1541 0.3562
2 C -0.2503 -2.0507 -0.1493
3 N -1.3166 -1.4755 -0.7487
4 H -1.2723 -0.5041 -1.0136
5 C -2.6391 -2.0537 -0.6938
6 H -2.5164 -3.1246 -0.5218
7 H -3.1251 -1.8911 -1.6595
8 C -3.4858 -1.4291 0.4285
9 C -3.4898 0.0750 0.3259
10 C -4.2519 0.7140 -0.5519
11 C -4.2726 2.2005 -0.7324
12 C -3.5810 2.9219 0.4211
13 C -2.2684 2.2227 0.7560
14 C -2.5576 0.8089 1.2521
15 H -1.6257 0.2482 1.3684
16 H -3.0221 0.8589 2.2427
17 H -1.7223 2.7807 1.5186
18 H -1.6426 2.1807 -0.1395
19 H -3.4018 3.9651 0.1553
20 H -4.2272 2.9042 1.3007
21 H -5.3069 2.5416 -0.8237
22 H -3.7738 2.4461 -1.6772
23 H -4.9074 0.1533 -1.2057
24 H -4.4999 -1.8223 0.3469
25 H -3.0736 -1.7328 1.3916
26 C 0.9961 -1.2146 -0.1591
27 C 1.3074 -0.3395 -1.1977
28 C 2.4743 0.3977 -1.1555
29 C 3.3277 0.2600 -0.0672
30 C 3.0390 -0.6205 0.9685
31 C 1.8748 -1.3594 0.9125
32 H 1.6259 -2.0636 1.6915
33 H 3.7295 -0.7134 1.7926
34 N 4.5411 1.0402 -0.0192
35 O 5.2599 0.9026 0.9465
36 O 4.7648 1.7879 -0.9470
37 H 2.7401 1.0782 -1.9501
38 H 0.6562 -0.2520 -2.0546


[6]
Molecular formula: C15H18N4O3
Method: DFT, the ωB97M-V functional and the def2-TZVPD basis

Summary:
- Charge: 0
- LUMO energy: 0.577 eV

CARTESIAN COORDINATES (ANGSTROEM)
1 C -0.8563 1.4433 -0.1927
2 C -1.2613 1.9450 1.1972
3 C -0.5134 2.4552 -1.3547
4 C -0.1776 1.7136 -2.5565
5 C 0.9204 0.9165 -2.6499
6 C -1.1428 1.5918 -3.6145
7 C 0.9937 -0.0564 -3.6427
8 C -0.9816 0.7207 -4.6571
9 C 0.0940 -0.1654 -4.5955
10 C -0.3355 -0.3802 2.2426
11 C -1.1433 -1.4227 3.0523
12 C 1.1505 -0.4908 2.5654
13 C 1.8103 -1.2902 1.4355
14 C 2.7270 -2.2631 1.5850
15 C 2.4678 -1.7062 -0.5255
16 H -1.4182 -0.1144 -1.4146
17 H -2.6554 0.9325 -1.0043
18 H 0.0571 0.8190 -0.1406
19 H 0.2288 3.2555 -1.1379
20 H -1.4270 3.0370 -1.3922
21 H 1.6585 0.9128 -1.7966
22 H -2.0460 2.1278 -3.5376
23 H 1.7705 -0.7741 -3.6223
24 H -1.7314 0.4717 -5.4470
25 H 0.2653 -0.9987 -5.2592
26 H -1.2032 1.2623 3.1207
27 H -0.5294 -0.8512 1.2761
28 H 1.3395 -0.7185 3.6455
29 H 1.4843 0.5543 2.4505
30 H 3.2017 -2.8480 2.3255
31 H 2.6804 -1.6389 -1.5981
32 H 3.8745 -3.1900 -0.0804
33 H -2.3325 -1.5075 4.5324
34 N -1.8675 0.3904 -0.6151
35 N -1.0179 0.9113 2.1971
36 N 1.6102 -0.9560 0.0578
37 N 3.1872 -2.5022 0.2717
38 O -1.7825 2.9606 1.4195
39 O -1.2501 -2.5924 2.7743
40 O -1.8566 -0.8311 4.0520


[7]
Molecular formula: C15H18N4O4
Method: DFT, the ωB97M-V functional and the def2-TZVPD basis

Summary:
- Charge: 0
- LUMO energy: 0.430 eV

CARTESIAN COORDINATES (ANGSTROEM)
1 C 1.6246 -1.5973 -0.6501
2 C 0.2283 -1.9955 -1.0307
3 C 1.7017 -0.0208 -0.7086
4 C 1.1098 0.4740 -2.0351
5 C 1.6443 0.0940 -3.3817
6 C -0.0759 1.8777 -3.3345
7 C -0.6519 -1.7106 1.3978
8 C -0.3492 -2.9096 2.0754
9 C -1.7998 -0.9224 2.2784
10 C -1.8125 0.7739 2.0634
11 C -1.4920 1.6531 3.1584
12 C -1.8154 1.2579 0.6958
13 C -1.1720 2.9431 3.0066
14 C -1.2751 2.5156 0.4836
15 C -1.0497 3.3145 1.6862
16 H 2.9469 -2.8043 -1.4348
17 H 2.2377 -1.8518 -2.6812
18 H 2.1244 -1.9647 0.2764
19 H 1.3364 0.5631 0.2836
20 H 2.7545 0.2352 -0.6540
21 H 2.4038 -0.3720 -4.2166
22 H -0.8825 2.5925 -3.8687
23 H 1.0504 1.0083 -5.2344
24 H -1.6038 -1.9888 -0.8867
25 H 0.2038 -1.2152 1.7635
26 H -2.5942 -1.5391 2.0027
27 H -1.3356 -1.0626 3.4180
28 H -1.2706 1.1459 4.1240
29 H -1.9848 0.3270 -0.0011
30 H -1.4067 3.7830 3.8248
31 H -0.9256 3.0058 -0.4017
32 H -0.7658 4.7753 0.3487
33 H 0.7418 -4.3525 2.0492
34 N 2.5933 -1.9335 -1.6899
35 N 0.0544 1.4418 -2.0916
36 N 0.7940 0.8077 -4.2186
37 N -0.7852 -1.5830 -0.1866
38 O 0.0064 -2.5094 -2.1702
39 O -0.4294 -3.2166 3.2464
40 O -0.4785 4.6810 1.4024
41 O 0.3994 -3.7206 1.2914


[8]
Molecular formula: C15H18N4O4PtS3
Method: DFT, the ωB97M-V functional and the def2-TZVPD basis

Summary:
- Charge: 0
- LUMO energy (alpha / beta): -0.775 / -0.737 eV

CARTESIAN COORDINATES (ANGSTROEM)
1 Pt -1.2703 -0.1822 0.2910
2 N 3.2830 -0.1538 -5.5000
3 C 2.8922 -0.2694 -4.1911
4 C 3.1571 -1.4420 -3.4751
5 C 2.9150 -1.4919 -2.1180
6 C 2.3807 -0.3965 -1.4615
7 C 2.0639 0.7508 -2.1672
8 C 2.3010 0.8110 -3.5253
9 S 2.4512 -0.3803 0.3234
10 O 2.9345 -1.6567 0.7669
11 O 3.1820 0.8005 0.6955
12 N 0.8601 -0.2003 0.8343
13 C 0.6538 -0.2879 2.1292
14 N 1.6285 -0.4080 3.0352
15 C 1.2938 -0.5062 4.2947
16 C -0.0276 -0.4642 4.7434
17 C -0.9946 -0.3375 3.7610
18 N -0.6678 -0.2457 2.4867
19 H 3.5255 -0.9949 -5.9929
20 H 2.8956 0.5897 -6.0540
21 H 3.5987 -2.2902 -3.9801
22 H 3.1482 -2.3696 -1.5381
23 H 1.6370 1.5866 -1.6393
24 H 2.0796 1.7129 -4.0777
25 H 2.1109 -0.6221 4.9942
26 H -0.2731 -0.5338 5.7894
27 H -2.0525 -0.3129 3.9972
28 C -2.4162 2.8585 1.0792
29 C -1.2067 2.9544 0.1990
30 C -0.4141 4.2248 0.2576
31 O -0.8680 2.0336 -0.5252
32 H -2.5231 3.7069 1.7494
33 H -2.3441 1.9223 1.6455
34 H -3.3024 2.7728 0.4475
35 H -1.0345 5.0781 -0.0092
36 H 0.4361 4.1663 -0.4141
37 H -0.0520 4.3635 1.2743
38 C -4.5350 -4.0574 0.3560
39 O -4.6574 -2.6530 0.2164
40 C -3.5519 -1.9502 0.0957
41 S -3.7063 -0.2711 -0.0488
42 S -2.0036 -2.6310 0.0723
43 H -5.5163 -4.4214 0.6512
44 H -3.7915 -4.2985 1.1196
45 H -4.2180 -4.5053 -0.5895


| no. | total energy (eV) |
| --- | --- |
| 1 | -15837.1094 |
| 2 | -139723.0590 |
| 3 | -96257.3968 |
| 4 | -81935.3811 |
| 5 | -24967.6831 |
| 6 | -27949.2983 |
| 7 | -29989.4992 |
| 8 | -65748.6526 |